{
  "formula": "CH10O3S2",
  "method": "ωB97M-V/def2-TZVPD",
  "orbital_gap_ev": 8.48,
  "smiles": "CSS.O.O.O",
  "e_above_lowest_kj_mol": 36.05,
  "fmax_ha_per_bohr": 0.0177,
  "e_tot_ev": -29012.1292,
  "spin_multiplicity": 1,
  "lumo_ha": 0.015,
  "elements": ["C", "S", "S", "H", "H", "H", "H", "O", "H", "H", "O", "H", "H", "O", "H", "H"],
  "xyz": [[-0.569696, -1.184569, 0.340433], [-1.323347, 0.330089, 0.996361], [-0.185303, 0.664693, 2.669044], [0.209581, -0.872198, -0.340635], [-1.338528, -1.677352, -0.250495], [-0.186576, -1.851914, 1.111667], [-1.124210, 1.391040, 3.288075], [1.156467, 1.896450, -1.221347], [0.697855, 2.280118, -1.981239], [0.774774, 2.441194, -0.516991], [2.086602, -0.648342, -2.123181], [3.022217, -0.422153, -1.977111], [1.621571, 0.171720, -1.897367], [-0.288954, -1.914797, -3.113675], [0.001522, -2.235192, -3.976924], [0.537377, -1.493819, -2.822581]],
  "forces_ev_per_a": [[-0.0310, 0.3493, -0.1385], [-0.6398, -0.1522, -0.5017], [0.6013, 0.1539, 0.4176], [0.3386, -0.2414, 0.0199], [-0.0566, -0.0744, 0.0845], [-0.1392, 0.1248, 0.0319], [-0.0791, -0.1269, 0.0686], [-0.4846, 0.7407, -0.2007], [0.1941, -0.2407, -0.2035], [0.2344, -0.5063, 0.3044], [0.5223, 0.3082, 0.0465], [-0.5587, -0.2749, -0.1332], [0.1007, 0.0635, 0.2236], [0.5389, 0.1201, -0.3355], [-0.4098, -0.1415, 0.0082], [-0.1314, -0.1024, 0.3081]]
}


{
  "formula": "C3H9N3",
  "method": "ωB97M-V/def2-TZVPD",
  "orbital_gap_ev": [7.60, 7.58],
  "e_above_lowest_kj_mol": 596.04,
  "fmax_ha_per_bohr": 0.0249,
  "e_tot_ev": -7721.3964,
  "spin_multiplicity": 1,
  "lumo_ha": [-0.024, -0.024],
  "elements": ["C", "N", "N", "H", "H", "H", "H", "C", "C", "N", "H", "H", "H", "H", "H"],
  "xyz": [[1.299115, 0.722902, 1.424449], [-0.356762, 1.078289, 0.288696], [-1.311878, 1.515379, 0.896852], [-2.127317, 0.876306, 0.765859], [1.489483, 1.786443, 1.411845], [2.132357, 0.161775, 1.015501], [0.945054, 0.372444, 2.389428], [0.321294, -0.697069, -1.596806], [-0.492195, -0.519081, -0.329632], [-1.709689, -0.936833, -0.171552], [-2.043662, -1.522857, -0.931515], [0.291354, -0.601175, 0.576893], [-0.255812, -0.365392, -2.461162], [0.572908, -1.750131, -1.730715], [1.245749, -0.121000, -1.548141]],
  "forces_ev_per_a": [[-0.3484, 1.0361, -0.3181], [-0.2076, -0.7839, 0.3964], [1.0821, -0.4584, 0.5039], [-0.0747, 0.1865, -0.6571], [0.0983, 0.0170, 0.1689], [-0.1826, -0.0869, -0.1788], [-0.2014, -0.0664, -0.2033], [-0.1325, 0.1766, 0.0483], [0.3342, -0.3458, 0.3739], [0.1027, 0.1245, 0.1006], [0.0474, 0.1857, -0.0274], [-0.5353, -0.0066, -0.2539], [0.0291, -0.0050, 0.0101], [-0.0137, 0.0302, 0.0545], [0.0025, -0.0036, -0.0180]]
}


{
  "formula": "C4H8N3",
  "method": "ωB97M-V/def2-TZVPD",
  "orbital_gap_ev": [6.79, 7.07],
  "total_charge": 1,
  "e_above_lowest_kj_mol": 592.81,
  "fmax_ha_per_bohr": 0.1263,
  "e_tot_ev": -8731.1843,
  "spin_multiplicity": 3,
  "lumo_ha": [-0.111, -0.302],
  "elements": ["C", "C", "C", "C", "N", "N", "N", "H", "H", "H", "H", "H", "H", "H", "H"],
  "xyz": [[-0.596358, -1.268049, 0.197142], [0.007771, -1.053631, -1.219570], [-0.307869, 0.263307, 0.534797], [0.391942, 0.293062, -0.753162], [-0.773193, 1.145267, -0.556358], [0.158233, 0.895564, 1.721130], [0.532937, 1.773623, -0.853904], [-1.705992, -1.493317, 0.247666], [-0.050875, -1.915634, 0.936055], [0.784137, -1.678052, -1.317445], [-0.580519, -0.962704, -2.034748], [0.802494, 0.334143, 2.272493], [-0.579532, 1.260653, 2.324466], [0.950550, 2.222310, 0.006105], [0.604645, 2.213372, -1.834166]],
  "forces_ev_per_a": [[-1.0613, 0.4676, 0.7732], [-0.2325, 0.3285, 2.9184], [-3.5351, 0.0318, 4.1566], [2.8339, -0.7624, -2.3612], [-1.6249, -1.4432, 2.3981], [-0.4836, -1.2217, -1.0231], [3.1070, 4.9506, -2.8307], [1.2544, 0.3704, 0.1351], [-0.2831, 0.4807, -1.1737], [2.8584, -2.2010, -0.9970], [-2.2449, -0.3287, -2.4892], [-0.2479, -0.2421, -0.0552], [0.1991, 0.4742, -0.3293], [-0.3961, -0.1678, -1.5218], [-0.1435, -0.7369, 2.3998]]
}